[1]
DFT (the ωB97M-V functional and the def2-TZVPD basis) results for a molecular structure, C33H57FN2O2PmSi at a distorted geometry.

The geometry in XYZ format:
```
97
Properties=species:S:1:pos:R:3
O 1.2954 -1.4882 -2.6578
O 0.9015 -0.4524 -5.0560
C 2.6526 -1.8721 -2.3754
C 2.7625 -2.9261 -1.3025
H 3.1573 -0.9447 -2.0647
H 3.0953 -2.1733 -3.3376
H 2.3954 -2.5712 -0.3270
H 3.8126 -3.1995 -1.1708
H 2.2018 -3.8259 -1.5663
C 0.2241 -2.4598 -2.5759
C 0.3048 -3.4967 -3.6627
H -0.6978 -1.8631 -2.6676
H 0.2153 -2.9157 -1.5775
H 0.3539 -3.0051 -4.6420
H -0.5945 -4.1268 -3.6292
H 1.1820 -4.1395 -3.5338
C -0.1953 0.2013 -5.7439
C 1.9625 -0.9226 -5.9092
C -1.4364 -0.6404 -5.6378
H 0.0681 0.3951 -6.7975
H -0.3355 1.1751 -5.2512
H -1.2820 -1.6249 -6.0914
H -2.2570 -0.1498 -6.1668
H -1.7354 -0.7731 -4.5915
C 1.4537 -1.9326 -6.9004
H 2.7098 -1.3644 -5.2394
H 2.4315 -0.0621 -6.4096
H 0.9277 -2.7512 -6.3981
H 2.2960 -2.3555 -7.4544
H 0.7710 -1.4616 -7.6150
H 1.2292 0.1566 -3.4361
N -0.6929 -0.5419 1.2959
C -1.4656 0.0368 2.2325
C -2.2346 1.1994 2.0451
C -2.4728 1.8879 0.8487
C -1.6106 -0.6230 3.5829
H -0.6608 -1.0355 3.9420
H -2.3575 -1.4289 3.5500
H -1.9610 0.1186 4.3064
C -3.5890 2.8924 0.8078
H -4.3322 2.6503 0.0341
H -3.2300 3.9158 0.6291
H -4.0958 2.8793 1.7783
N -1.7245 1.6897 -0.2351
C -0.3516 -1.9344 1.4017
C 0.9198 -2.3104 1.8945
C 1.9017 -1.2628 2.3298
C 1.2242 -3.6654 1.9908
H 2.2009 -3.9521 2.3859
C 0.3020 -4.6404 1.6139
H 0.5633 -5.6965 1.6904
C -0.9602 -4.2662 1.1574
H -1.6990 -5.0250 0.8878
C -1.3031 -2.9218 1.0537
C -2.6845 -2.5241 0.6246
C -1.9594 2.2955 -1.5124
C -1.3162 3.5145 -1.8357
C -0.5178 4.2422 -0.7921
C -1.4066 3.9895 -3.1441
H -0.9106 4.9292 -3.4037
C -2.1233 3.2736 -4.1095
H -2.1907 3.6484 -5.1347
C -2.7903 2.0959 -3.7585
H -3.3916 1.5576 -4.4963
C -2.7279 1.5912 -2.4651
C -3.4051 0.3006 -2.1039
Pm 0.3008 0.7161 -0.5102
H 2.4731 -0.8254 1.4920
H 2.6415 -1.7137 3.0063
H 1.4239 -0.4341 2.8708
H -2.6942 -1.6753 -0.0757
H -3.3172 -2.2454 1.4842
H -3.1710 -3.3737 0.1245
H -0.3084 5.2573 -1.1562
H 0.4531 3.7717 -0.5595
H -1.0628 4.3339 0.1557
H -3.7872 0.2962 -1.0771
H -2.7353 -0.5694 -2.2141
H -4.2571 0.1221 -2.7755
H -2.7857 1.5501 2.9119
C 1.2814 1.2043 -2.9041
Si 2.3628 2.3771 -3.9443
H 0.2370 1.5944 -2.8347
H 1.8835 1.1020 -1.9549
C 3.9616 1.4683 -4.3026
C 2.6724 3.9066 -2.9188
C 1.5875 2.9806 -5.5480
H 2.1810 3.8319 -5.9181
H 0.5610 3.3427 -5.3982
H 1.5697 2.2299 -6.3497
H 4.5215 1.2978 -3.3743
H 4.5923 2.0740 -4.9646
H 3.8245 0.4947 -4.7869
H 2.7801 3.6478 -1.8595
H 1.8467 4.6211 -3.0226
H 3.5946 4.3950 -3.2621
F 1.9327 1.9041 0.1441
```

The calculation puts the gap between HOMO and LUMO (spin up / spin down) at 8.338 / 8.538 eV. The spin multiplicity is 5. For the HOMO energy (spin up / spin down), the calculation gives -10.868 / -10.897 eV. As for the net charge: +1.

These are the Löwdin partial charges, in e, on atoms 1 to 4: -0.2928, -0.2574, -0.2298, -0.0502

[2]
DFT (the ωB97M-V functional and the def2-TZVPD basis) results for a molecular structure, C33H57HgN4OP2S at a distorted geometry.

The geometry in XYZ format:
```
99
Properties=species:S:1:pos:R:3
C -1.1792 -2.6050 -1.4311
C -0.7078 -0.7323 -2.6792
C -1.1042 -3.4200 -2.5706
C -0.4075 -1.5011 -3.8121
C -0.6687 -2.8676 -3.7775
H -1.3949 -4.4682 -2.4810
H -0.0994 -0.9929 -4.7226
H -0.5781 -3.4762 -4.6692
N -0.9151 -1.2929 -1.4732
P -1.0779 -2.6434 1.4710
P 0.1622 2.2071 -2.2882
C -1.7618 -3.2021 -0.1490
H -2.8482 -3.0000 -0.1412
H -1.6585 -4.2951 -0.2087
C -1.0200 0.7239 -2.8725
H -1.2516 0.8994 -3.9313
C -0.2625 3.8038 -3.1836
C 1.9012 2.1871 -1.6477
C -2.5110 -2.6012 2.7172
C 0.2507 -3.9614 1.7995
C -0.8845 4.8023 -2.1785
H -0.1753 5.1053 -1.4026
H -1.1888 5.6980 -2.7334
H -1.7729 4.4003 -1.6809
C 0.9497 4.4770 -3.8446
H 1.6946 4.8373 -3.1274
H 1.4221 3.8173 -4.5794
H 0.5819 5.3577 -4.3901
C -1.2730 3.5272 -4.3073
H -1.5654 4.4960 -4.7329
H -0.8333 2.9188 -5.1066
H -2.1850 3.0328 -3.9557
C 2.1361 3.4285 -0.7728
H 1.5378 3.3744 0.1465
H 3.1975 3.4452 -0.4813
H 1.9223 4.3764 -1.2830
C 2.2048 0.9400 -0.8055
H 1.5848 0.9324 0.1004
H 2.0368 0.0150 -1.3725
H 3.2584 0.9693 -0.4900
C 2.8597 2.1539 -2.8573
H 2.8890 3.1021 -3.4003
H 3.8773 1.9506 -2.4969
H 2.5706 1.3525 -3.5516
C 0.9479 -3.6430 3.1345
H 1.6533 -4.4581 3.3656
H 1.5261 -2.7070 3.0720
H 0.2343 -3.5806 3.9701
C 1.2744 -3.8914 0.6488
H 0.8005 -4.0745 -0.3243
H 1.7981 -2.9247 0.6250
H 2.0303 -4.6780 0.8029
C -0.3047 -5.3964 1.8433
H 0.5513 -6.0899 1.8692
H -0.9025 -5.5884 2.7405
H -0.9009 -5.6547 0.9588
C -3.7499 -1.9681 2.0478
H -4.1591 -2.5994 1.2482
H -4.5325 -1.8630 2.8150
H -3.5444 -0.9631 1.6499
C -2.1337 -1.7219 3.9323
H -1.9088 -0.6857 3.6331
H -2.9982 -1.6840 4.6127
H -1.2754 -2.1162 4.4922
C -2.8735 -4.0136 3.1997
H -3.0565 -4.7037 2.3638
H -2.1111 -4.4377 3.8677
H -3.8074 -3.9490 3.7792
Hg -0.3452 -0.3505 1.3962
C 2.6634 -1.1919 1.7477
O 3.6444 -0.5920 1.7869
N -1.0629 2.1697 -1.1014
C -1.8284 1.3738 -1.8293
C -3.3624 1.2742 -1.7458
C -3.9742 1.4875 -3.1277
C -3.7266 -0.1479 -1.3567
C -3.8775 2.3414 -0.7797
H -3.8745 2.5262 -3.4581
H -3.5143 0.8181 -3.8653
H -5.0498 1.2653 -3.1002
H -3.2554 -0.4422 -0.4131
H -4.8154 -0.2522 -1.2555
H -3.3988 -0.8452 -2.1408
H -4.9701 2.2557 -0.6796
H -3.4033 2.2340 0.2063
H -3.6582 3.3451 -1.1840
C 2.7573 3.7941 2.9734
N 2.5236 2.5090 3.6173
C 3.3094 1.9638 4.6196
C 2.7901 0.7511 4.9277
N 1.7035 0.5662 4.0808
C 1.5233 1.6574 3.2810
S 0.3349 1.9732 2.0993
H 3.2611 3.6705 2.0041
H 1.8057 4.3135 2.8140
H 3.4045 4.3734 3.6394
H 4.1560 2.5008 5.0170
H 3.0779 0.0160 5.6529
H 1.0882 -0.2375 4.0875
```

The calculation puts the gap between HOMO and LUMO (spin up / spin down) at 4.328 / 5.053 eV. The spin multiplicity is 1. For the HOMO energy (spin up / spin down), the calculation gives -6.448 / -7.245 eV. As for the net charge: +1.

These are the Löwdin partial charges, in e, on atoms 1 to 4: -0.3600, -0.3009, -0.0594, -0.0383

[3]
DFT (the ωB97M-V functional and the def2-TZVPD basis) results for a molecular structure, C33H57N4OP2PbS at a distorted geometry.

The geometry in XYZ format:
```
99
Properties=species:S:1:pos:R:3
C -0.6603 -2.4550 -1.8007
C 1.5614 -2.2877 -1.0217
C -0.3764 -3.6423 -2.4749
C 1.8374 -3.5755 -1.5634
C 0.8810 -4.2317 -2.3116
H -1.1505 -4.0822 -3.1011
H 2.8340 -3.9792 -1.3955
H 1.0900 -5.1938 -2.7712
N 0.2706 -1.8025 -1.0907
P -2.6252 -0.9582 -0.3929
P 2.6521 0.1929 -0.0591
C -2.0628 -1.8277 -1.9171
H -2.0385 -1.1017 -2.7452
H -2.7967 -2.5981 -2.2030
C -0.3077 2.5625 1.9360
O -0.2617 3.6911 2.1285
C 2.6188 -1.5169 -0.4555
H 3.5471 -2.0710 -0.2826
C 3.4360 0.9559 -1.6564
C 3.8204 0.3904 1.4698
C -3.8489 0.4280 -0.9207
C -3.3685 -2.3759 0.6184
C 3.0399 2.4399 -1.6785
H 3.3926 2.9745 -0.7859
H 3.4929 2.9192 -2.5599
H 1.9503 2.5571 -1.7462
C 4.9579 0.7816 -1.6820
H 5.4717 1.3432 -0.8924
H 5.2414 -0.2784 -1.6278
H 5.3265 1.1695 -2.6452
C 2.8654 0.2401 -2.8871
H 3.2529 0.7207 -3.7986
H 3.1644 -0.8146 -2.9137
H 1.7735 0.2941 -2.9153
C 4.1708 1.8816 1.6190
H 3.2665 2.5039 1.6740
H 4.7252 2.0159 2.5599
H 4.8067 2.2584 0.8090
C 3.0802 -0.0527 2.7407
H 2.1857 0.5511 2.9403
H 2.7722 -1.1051 2.7005
H 3.7551 0.0657 3.6029
C 5.0880 -0.4605 1.3551
H 5.7090 -0.2092 0.4904
H 5.6949 -0.2732 2.2549
H 4.8616 -1.5320 1.3252
C -3.6651 -1.8325 2.0268
H -4.1502 -2.6281 2.6113
H -2.7349 -1.5537 2.5419
H -4.3326 -0.9605 2.0184
C -2.3425 -3.5126 0.7454
H -2.1044 -3.9720 -0.2221
H -1.4150 -3.1664 1.2225
H -2.7741 -4.2922 1.3922
C -4.6339 -2.9456 -0.0394
H -4.8494 -3.9153 0.4344
H -5.5080 -2.3061 0.1193
H -4.5058 -3.1246 -1.1151
C -3.7593 0.6526 -2.4351
H -4.0587 -0.2385 -3.0043
H -4.4451 1.4690 -2.7123
H -2.7468 0.9534 -2.7364
C -3.4227 1.7252 -0.2014
H -2.4306 2.0700 -0.5261
H -4.1503 2.5136 -0.4475
H -3.4161 1.6047 0.8917
C -5.3006 0.1148 -0.5441
H -5.7019 -0.7246 -1.1252
H -5.4237 -0.0780 0.5300
H -5.9099 1.0001 -0.7865
Pb -0.1745 0.1172 0.5074
N -0.2892 1.2082 -1.8804
C -0.1575 1.6950 -2.9368
C -0.2548 2.5428 -4.1829
C 0.8347 2.1618 -5.1828
C -1.6230 2.3381 -4.8264
C -0.1263 4.0122 -3.7914
H 1.8321 2.2950 -4.7475
H 0.7152 1.1174 -5.4942
H 0.7684 2.7960 -6.0775
H -2.4171 2.6483 -4.1379
H -1.7052 2.9410 -5.7404
H -1.7776 1.2860 -5.0878
H -0.1722 4.6462 -4.6866
H -0.9486 4.2920 -3.1214
H 0.8192 4.2061 -3.2732
C -0.3664 -2.9846 5.3118
N -0.5879 -1.5609 5.1137
C -0.9957 -0.6576 6.0746
C -1.0628 0.5593 5.4702
N -0.6946 0.3721 4.1532
C -0.3916 -0.9380 3.9226
S 0.1878 -1.7680 2.5617
H -1.0318 -3.5687 4.6639
H 0.6702 -3.2465 5.0691
H -0.5763 -3.2172 6.3585
H -1.1873 -0.9797 7.0864
H -1.3348 1.5216 5.8680
H -0.6388 1.1090 3.4466
```

The calculation puts the gap between HOMO and LUMO (spin up / spin down) at 6.179 / 4.800 eV. The spin multiplicity is 1. For the HOMO energy (spin up / spin down), the calculation gives -15.945 / -15.909 eV. For the relative energy (zero: lowest compared OMol25 entry of this formula, charge and spin), the calculation gives 0.0 kJ/mol. As for the net charge: +3.

These are the Löwdin partial charges, in e, on atoms 1 to 4: -0.3117, -0.3254, 0.0214, 0.0322

[4]
DFT (the ωB97M-V functional and the def2-TZVPD basis) results for a molecular structure, C33H57NP2SiTi at a distorted geometry.

The geometry in XYZ format:
```
95
Properties=species:S:1:pos:R:3
Ti -0.2615 -0.2546 -0.2999
C -0.4107 -2.2724 1.8323
C 0.9665 -2.2683 1.3370
C 0.8869 -1.1195 3.3563
C -0.3935 -1.6759 3.1249
C 1.7301 -1.5144 2.2981
C -1.5435 -3.0807 1.3235
H -1.3890 -3.4752 0.3166
H -2.4700 -2.4920 1.2980
H -1.7451 -3.9516 1.9672
C -1.4463 -1.8213 4.1488
H -2.3670 -2.2122 3.7090
H -1.6841 -0.8801 4.6517
H -1.1282 -2.5291 4.9314
C 1.3437 -0.4961 4.6274
H 1.6387 -1.2831 5.3408
H 0.5646 0.1053 5.1163
H 2.2253 0.1415 4.4752
C 3.2082 -1.4040 2.3520
H 3.6274 -2.1129 3.0951
H 3.5370 -0.3982 2.6611
H 3.6876 -1.6445 1.3939
C 1.6255 -3.3357 0.5154
H 2.2874 -3.9863 1.1289
H 2.2606 -2.9120 -0.2778
H 0.8995 -4.0104 0.0527
C -1.3876 0.4598 -3.5739
C -1.8028 -0.9397 -3.6472
C -1.1270 -1.8136 -4.7863
C 0.4047 -1.9489 -4.8133
C 1.0637 -1.1686 -3.7163
C 1.5175 0.0858 -3.9416
C 0.8056 1.3429 -4.3231
C -0.6603 1.0715 -4.7019
H -1.4430 -1.3122 -5.7042
H 0.7457 -1.6617 -5.8257
H -1.5838 -2.8166 -4.8292
H -0.7126 0.4891 -5.6376
H -1.9843 1.1569 -2.9554
H -2.8896 -1.1278 -3.9502
H -1.1454 2.0398 -4.9148
H 0.7789 2.0466 -3.4684
H 2.6028 0.2384 -3.9226
H 1.3016 1.8808 -5.1538
H 0.6434 -3.0142 -4.7588
H 1.5506 -1.7993 -2.9574
P -1.7750 -1.3974 -1.9064
P 2.7618 0.3620 -0.2008
C 0.5328 1.0219 -1.5041
C 1.9795 1.4363 -1.4686
H -0.2240 1.8243 -1.5855
H 0.2488 0.0682 -2.1292
H 2.5373 1.2549 -2.4013
H 2.0679 2.5282 -1.2738
C 3.9274 1.6180 0.3737
H 4.7204 1.1118 0.9252
H 3.4070 2.3188 1.0308
H 4.3381 2.1419 -0.4955
C 3.8066 -0.7336 -1.2131
H 4.2918 -0.1661 -2.0103
H 3.2529 -1.5687 -1.6438
H 4.5775 -1.1427 -0.5577
C -3.4732 -0.7261 -1.4750
H -4.0025 -1.4508 -0.8342
H -4.0908 -0.4793 -2.3556
H -3.4070 0.2344 -0.9307
C -0.9467 -3.0004 -2.0378
H -0.3340 -3.2523 -1.1676
H -0.2472 -3.0203 -2.8772
H -1.6712 -3.8022 -2.2067
C 0.2852 4.0871 -0.3494
Si -0.3486 3.1964 1.1738
C 0.9681 3.3874 2.4997
C -1.9512 4.0435 1.6222
N -0.7678 1.3410 1.0149
C -1.6252 1.0218 2.0798
C -1.3904 1.4675 3.4150
C -2.4180 1.4791 4.3616
C -3.6858 0.9851 4.0140
C -3.9023 0.4273 2.7538
C -2.8667 0.3937 1.8188
H 0.0581 5.1549 -0.2216
H -0.1938 3.7724 -1.2776
H 1.3725 4.0339 -0.4481
H 1.6788 4.1741 2.2012
H 0.5310 3.7131 3.4557
H 1.5331 2.4609 2.6797
H -2.8048 3.6051 1.0853
H -2.1771 3.9890 2.6961
H -1.8801 5.1068 1.3441
H -0.3866 1.7906 3.6880
H -2.2076 1.8499 5.3746
H -4.4998 1.0445 4.7395
H -4.8758 0.0097 2.4966
H -3.0512 -0.0410 0.8331
```

The calculation puts the gap between HOMO and LUMO (spin up / spin down) at 5.285 / 5.301 eV. The spin multiplicity is 2. For the HOMO energy (spin up / spin down), the calculation gives -8.687 / -8.685 eV. For the relative energy (zero: lowest compared OMol25 entry of this formula, charge and spin), the calculation gives 0.0 kJ/mol. As for the net charge: +1.

These are the Löwdin partial charges, in e, on atoms 1 to 4: 0.8863, -0.2838, -0.2872, -0.2184

[5]
DFT (the ωB97M-V functional and the def2-TZVPD basis) results for a molecular structure, C33H58As3OS3SiV.

The geometry in XYZ format:
```
100
Properties=species:S:1:pos:R:3
V 0.6951 -0.0792 1.0101
C 1.5664 1.3340 4.2860
C 0.7173 0.1079 4.5304
S 0.9580 -1.2345 3.3383
C 2.6799 -1.7774 3.4900
C 3.7431 -0.8755 2.8919
S 3.3484 -0.4006 1.1854
C 3.8741 1.3282 1.1263
C 3.2731 2.2328 2.1885
S 1.5148 1.8820 2.5422
H 2.6045 1.1479 4.5465
H 1.2173 2.1706 4.8906
H -0.3494 0.3304 4.4571
H 0.8940 -0.2839 5.5333
H 2.6776 -2.7504 2.9951
H 2.8688 -1.9638 4.5488
H 4.6830 -1.4288 2.8589
H 3.9170 0.0126 3.4901
H 3.5908 1.6434 0.1205
H 4.9630 1.3734 1.1733
H 3.3391 3.2755 1.8825
H 3.7867 2.1494 3.1452
C -1.0716 -3.3955 1.9759
As -1.4065 -1.6892 1.1162
C -2.2820 -2.3767 -0.4715
C -2.7889 -0.9546 2.2915
C -3.5776 0.3052 1.8690
C -4.6526 0.5124 2.9461
C -2.6863 1.5509 1.8826
As -1.1925 1.7153 0.6382
C -0.7001 3.5621 0.9591
C -1.8160 1.8725 -1.1889
C -4.2127 0.0721 0.4943
As -5.4331 1.3149 -0.5147
C -5.2458 3.0833 0.3203
C -7.1339 0.8213 0.3087
H -0.9318 -3.2867 3.0460
H -0.2014 -3.8742 1.5278
H -1.9474 -4.0161 1.7871
H -3.2728 -2.6978 -0.1525
H -1.7158 -3.2402 -0.8096
H -2.3768 -1.6600 -1.2763
H -2.2982 -0.8017 3.2598
H -3.4854 -1.7866 2.4270
H -4.2078 0.5958 3.9403
H -5.3492 -0.3267 2.9555
H -5.2230 1.4199 2.7570
H -2.2350 1.6824 2.8729
H -3.2898 2.4396 1.6970
H -1.5208 4.1658 0.5723
H 0.2124 3.8222 0.4254
H -0.5764 3.7568 2.0199
H -2.3080 2.8394 -1.2793
H -2.5186 1.0926 -1.4651
H -0.9557 1.8356 -1.8544
H -4.8168 -0.8398 0.5443
H -3.4164 -0.1450 -0.2203
H -4.2886 3.5483 0.0822
H -5.4174 3.1016 1.3962
H -6.0182 3.6949 -0.1471
H -7.3386 -0.2302 0.1126
H -7.9156 1.4085 -0.1711
H -7.1601 1.0087 1.3794
C 0.8836 -3.4270 -1.9059
C 2.2302 -2.6930 -1.9649
C 3.0798 -3.1652 -0.7796
C 2.9473 -3.0566 -3.2834
Si 1.8853 -0.8573 -2.1167
O 0.9926 -0.3670 -0.5765
C 0.7029 -0.4373 -3.4635
C 1.2202 -0.1329 -4.7291
C 0.3714 0.1322 -5.7930
C -1.0049 0.1104 -5.6088
C -1.5345 -0.1740 -4.3582
C -0.6819 -0.4477 -3.2996
C 3.2673 0.3755 -2.0952
C 2.9137 1.7167 -2.3129
C 3.8777 2.7137 -2.3416
C 5.2184 2.3802 -2.1792
C 5.5894 1.0556 -1.9927
C 4.6213 0.0599 -1.9507
H 1.0511 -4.5052 -1.9672
H 0.2171 -3.1464 -2.7240
H 0.3801 -3.2261 -0.9543
H 3.2801 -4.2332 -0.8944
H 2.5429 -3.0400 0.1685
H 4.0392 -2.6578 -0.7012
H 3.1047 -4.1373 -3.3140
H 3.9269 -2.5788 -3.3655
H 2.3573 -2.7898 -4.1625
H 2.2930 -0.0966 -4.8931
H 0.7843 0.3593 -6.7667
H -1.6639 0.3176 -6.4413
H -2.6084 -0.1850 -4.2153
H -1.0929 -0.6576 -2.3202
H 1.8763 1.9784 -2.4975
H 3.5935 3.7413 -2.5289
H 5.9767 3.1509 -2.2287
H 6.6360 0.7941 -1.9029
H 4.9362 -0.9688 -1.8239
```

The calculation puts the gap between HOMO and LUMO (spin up / spin down) at 5.348 / 5.722 eV. The spin multiplicity is 2. For the HOMO energy (spin up / spin down), the calculation gives -15.149 / -15.149 eV. For the relative energy (zero: lowest compared OMol25 entry of this formula, charge and spin), the calculation gives 0.0 kJ/mol. As for the net charge: +3.

These are the Löwdin partial charges, in e, on atoms 1 to 4: 0.2781, -0.4201, -0.4433, 0.8729